# 1
C6H15NO2 | the ωB97M-V functional and the def2-TZVPD basis

Geometry as XYZ:
```
24
Properties=species:S:1:pos:R:3:mulliken_charge:R:1
O -2.681 0.202 0.831 -0.617
O 2.419 -0.094 -1.014 -0.574
N -1.555 0.201 2.748 -0.454
C -1.178 -1.664 1.305 -0.535
C -1.423 -2.131 -0.189 -1.112
C 0.982 1.192 -2.452 -1.342
C 1.284 0.781 -0.999 1.320
C -1.841 -0.351 1.504 0.498
C 1.681 1.944 -0.079 -1.431
H 1.734 1.492 0.915 0.323
H -1.831 -3.140 -0.050 0.331
H -1.565 -2.379 2.029 0.491
H -0.098 -1.680 1.442 0.351
H 2.316 -0.822 -1.640 0.314
H 0.487 0.250 -0.479 -0.438
H 1.919 1.612 -2.811 0.341
H 2.664 2.403 -0.190 0.381
H 0.962 2.746 -0.219 0.353
H -0.791 -0.160 3.297 0.208
H 0.606 0.335 -2.993 0.384
H -0.483 -2.406 -0.669 0.284
H 0.235 1.987 -2.459 0.356
H -1.781 1.162 2.930 0.234
H -2.061 -1.478 -0.762 0.332
```

Summary:
Kohn-Sham gap = 10.810 eV
Relative energy (zero: lowest compared OMol25 entry of this formula, charge and spin) = 26.9 kcal per mole
Molar mass = 133.2 Da
Structure (SMILES) = CCC(N)=O.CC(C)O
LUMO energy = 0.76 eV

=====

# 2
C24H56Cl5N12O22 | the ωB97M-V functional and the def2-TZVPD basis

Geometry as XYZ:
```
119
Properties=species:S:1:pos:R:3:mulliken_charge:R:1
Cl 21.005 -11.516 34.344 1.627
Cl 19.406 -11.794 41.432 -0.068
Cl 21.740 -12.826 40.052 0.022
Cl 21.444 -13.587 42.904 -0.104
Cl 19.639 -14.677 40.930 -0.088
O 28.543 -14.429 38.194 -0.567
O 28.294 -7.080 36.407 -0.515
O 20.516 -12.660 33.640 -0.715
O 27.057 -12.931 37.692 -0.460
O 22.390 -11.625 34.751 -0.382
O 20.647 -9.464 45.945 -0.438
O 22.929 -6.868 44.874 -0.479
O 26.643 -8.087 42.789 -0.516
O 25.955 -12.038 43.624 -0.540
O 25.005 -12.150 41.771 -0.320
O 24.675 -6.972 34.115 -0.530
O 20.072 -11.384 44.958 -0.398
O 28.167 -7.269 44.196 -0.513
O 20.106 -8.251 36.374 -0.429
O 27.320 -9.001 37.090 -0.393
O 20.204 -11.450 35.528 -0.732
O 19.946 -7.419 34.343 -0.503
O 24.895 -14.862 36.849 -0.502
O 20.773 -10.331 33.581 -0.705
O 24.685 -14.764 34.744 -0.601
O 22.763 -6.991 47.033 -0.505
O 24.219 -8.033 36.013 -0.402
N 19.822 -10.331 45.610 0.698
N 19.501 -7.984 35.325 0.856
N 24.111 -7.106 35.221 0.837
N 27.112 -7.873 43.938 0.909
N 23.637 -10.465 38.412 0.907
N 22.412 -6.578 45.936 0.865
N 24.806 -11.532 30.998 0.475
N 24.243 -14.833 35.865 0.961
N 27.427 -13.953 38.264 0.883
N 28.015 -8.346 36.345 0.778
N 25.360 -12.656 42.851 0.871
N 23.121 -9.517 40.431 0.639
C 26.568 -8.617 45.079 -0.565
C 21.253 -5.586 45.955 -0.703
C 25.088 -10.056 31.406 -0.908
C 25.729 -12.108 29.857 -1.105
C 22.786 -15.050 36.038 -0.591
C 25.099 -14.110 43.084 -0.634
C 22.334 -9.951 38.312 -0.380
C 20.564 -13.174 41.367 0.177
C 22.996 -6.100 35.456 -0.518
C 18.116 -8.541 35.274 -0.799
C 25.013 -12.374 32.269 -0.742
C 24.120 -10.069 39.669 -0.905
C 22.778 -13.036 30.161 -0.390
C 26.605 -14.578 39.300 -0.738
C 22.053 -9.458 39.625 -0.823
C 22.400 -9.772 42.868 -0.768
C 24.425 -11.035 37.396 -0.834
C 23.279 -9.058 41.853 -0.500
C 23.320 -11.626 30.549 -0.857
C 25.648 -11.411 33.283 -0.368
C 25.049 -10.050 32.891 0.205
C 18.429 -10.216 46.117 -0.702
C 28.712 -9.195 35.313 -0.444
C 21.223 -12.994 29.857 -1.173
H 25.478 -11.565 28.946 0.330
H 26.126 -9.877 31.124 0.402
H 21.069 -5.308 44.917 0.307
H 27.941 -9.465 34.591 -0.030
H 23.249 -10.937 29.707 0.665
H 22.220 -10.838 42.730 -0.056
H 24.452 -9.373 30.843 0.274
H 18.267 -10.962 46.895 0.293
H 29.350 -8.495 34.773 0.328
H 25.648 -9.215 33.255 0.476
H 24.145 -12.082 37.281 0.356
H 25.496 -11.765 34.303 0.021
H 25.716 -8.097 45.516 0.252
H 23.223 -5.461 36.309 0.287
H 25.697 -14.828 42.523 0.243
H 23.034 -13.825 30.868 0.343
H 29.158 -10.051 35.819 0.295
H 22.234 -14.587 35.220 0.208
H 17.625 -8.270 36.208 0.268
H 22.707 -11.332 31.402 0.197
H 22.595 -14.533 36.979 0.181
H 20.787 -12.564 30.759 0.249
H 23.153 -7.977 41.898 0.410
H 25.595 -13.263 32.025 0.250
H 24.235 -10.485 36.475 0.158
H 23.387 -13.332 29.307 0.378
H 21.367 -9.427 42.817 0.393
H 25.239 -14.359 44.136 0.316
H 26.175 -9.526 44.624 0.107
H 25.501 -11.082 37.566 0.193
H 21.125 -9.019 39.962 0.539
H 26.739 -11.859 30.185 0.440
H 21.715 -10.085 37.437 0.521
H 17.729 -10.383 45.298 0.286
H 18.452 -9.224 46.568 0.278
H 25.590 -13.184 29.752 0.402
H 22.568 -16.100 36.232 0.304
H 20.424 -6.159 46.371 0.240
H 24.054 -14.236 42.802 0.155
H 22.679 -5.577 34.554 0.309
H 21.043 -12.290 29.045 0.361
H 18.211 -9.588 34.987 0.257
H 26.744 -14.101 40.270 0.293
H 25.556 -14.354 39.104 0.242
H 26.722 -11.447 33.102 0.519
H 21.483 -4.803 46.679 0.288
H 27.382 -8.781 45.785 0.325
H 26.817 -15.645 39.362 0.313
H 24.005 -10.054 33.205 -0.111
H 25.100 -10.312 40.052 0.564
H 20.800 -13.994 29.760 0.365
H 24.078 -12.848 32.570 0.250
H 24.330 -9.222 42.091 0.043
H 17.645 -8.044 34.425 0.338
H 22.743 -9.651 43.896 0.498
H 22.195 -6.756 35.797 0.030
```

Summary:
Kohn-Sham gap = 8.845 eV
Net charge = +1
Relative energy (zero: lowest compared OMol25 entry of this formula, charge and spin) = 42.0 kcal per mole
Molar mass = 1042.0 Da
LUMO energy = -2.17 eV

=====

# 3
C4H5B3F15O2Sn | the ωB97M-V functional and the def2-TZVPD basis

Geometry as XYZ:
```
30
Properties=species:S:1:pos:R:3:lowdin_spin:R:1
Sn 6.433 -19.147 9.227 0.816
F 5.564 -19.349 12.465 0.006
F 7.794 -22.380 8.413 0.007
F 4.235 -20.284 10.878 0.051
F 4.755 -15.855 12.546 0.000
F 9.535 -22.832 9.829 0.000
F 3.323 -19.248 12.755 0.001
F 0.597 -18.181 7.207 0.000
F 5.724 -14.926 10.835 0.002
F 1.881 -16.812 6.180 0.000
F 8.902 -20.684 9.349 0.014
F 6.157 -17.072 11.183 0.027
F 6.983 -15.550 12.612 0.000
F 7.583 -21.991 10.579 0.016
F 2.444 -18.929 6.235 0.000
F 4.377 -21.207 12.926 0.001
O 1.904 -16.938 9.100 0.002
O 3.747 -18.186 8.462 0.020
C 1.870 -17.916 6.930 0.000
C 1.482 -15.529 10.978 0.000
C 2.607 -17.729 8.279 0.004
C 2.399 -16.468 10.302 0.000
B 8.511 -21.965 9.535 0.012
B 5.933 -15.880 11.820 0.008
B 4.359 -20.023 12.222 0.012
H 0.586 -16.079 11.266 0.000
H 2.567 -17.269 11.022 0.000
H 1.927 -14.865 11.719 0.000
H 3.319 -15.939 10.052 0.000
H 1.075 -14.740 10.346 0.000
```

Summary:
Kohn-Sham gap (spin up / spin down) = 5.636 / 9.679 eV
Net charge = -2
Molar mass = 521.2 Da
Spin multiplicity = 2
LUMO energy (spin up / spin down) = 4.25 / 4.27 eV